Here is a structure of composition C36H88AsF6N3O35P7 in a non-equilibrium geometry from the OMol25 dataset. Energies are from ωB97M-V with the def2-TZVPD basis set.

Values from the calculation:
HOMO (alpha / beta) = -0.41 / -3.09 eV
Spin multiplicity = 2
Gap between HOMO and LUMO (alpha / beta) = 3.2 / 5.9 eV
Net charge = -2

Last column: Löwdin charge in e.
Atoms and positions in Å:
As  -0.87329  -0.54626  -0.07006  1.02
F  0.56200  -1.61916  -0.44693  -0.27
F  -1.99063  -1.92315  -0.33888  -0.26
F  -2.26269  0.56263  0.51048  -0.32
F  0.35268  0.80773  0.03039  -0.30
F  -1.05465  0.01926  -1.75774  -0.27
F  -0.64068  -0.95426  1.66721  -0.29
C  3.42642  -3.49576  -3.61155  0.03
C  2.29953  -3.04889  -3.03337  -0.24
C  0.90707  -3.60026  -3.29717  -0.43
O  -0.11004  -3.18379  -2.88931  0.03
C  0.89453  -4.66461  -4.33733  0.03
C  1.98533  -5.06357  -4.98486  -0.32
C  3.36016  -4.59901  -4.62848  -0.41
O  4.40522  -4.97654  -5.14697  -0.05
O  1.91705  -5.93849  -5.98273  0.05
O  2.33933  -2.09562  -2.04902  0.01
H  4.38899  -3.14497  -3.26975  0.09
H  -0.06675  -5.12514  -4.51128  0.12
H  2.80154  -6.05948  -6.33578  0.08
H  1.50733  -1.97679  -1.58507  0.01
C  1.42038  4.26441  0.26382  -0.32
O  2.42841  4.70999  0.83214  -0.02
N  0.42980  5.09056  -0.06473  -0.18
C  0.43206  6.57935  0.14476  -0.02
C  -0.81573  4.76151  -0.72239  -0.05
H  1.17140  3.23293  -0.02988  0.13
H  -0.44691  6.81849  0.74336  0.07
H  0.37417  7.12919  -0.79461  0.09
H  1.30391  6.81447  0.75526  0.08
H  -1.64517  5.41774  -0.45876  0.06
H  -0.55958  4.94159  -1.76645  0.10
H  -1.04227  3.74164  -0.41152  0.09
C  0.39615  4.14255  3.80976  -0.30
O  1.08846  4.58551  4.76340  -0.05
N  -0.32873  3.01664  3.93591  -0.17
C  -0.37055  2.31335  5.19167  -0.04
C  -0.90986  2.36097  2.75227  -0.03
H  0.48789  4.51824  2.77891  0.12
H  -1.43442  2.24160  5.41777  0.06
H  0.24201  2.72239  5.99513  0.09
H  -0.05843  1.27859  5.05047  0.09
H  -1.10582  2.93336  1.84559  0.07
H  -0.11870  1.66347  2.47723  0.06
H  -1.82025  1.79825  2.95877  0.08
C  -7.33453  -1.37289  -1.88641  -0.39
O  -7.76221  -0.56695  -2.65189  0.01
N  -6.29536  -1.09990  -1.08308  -0.15
C  -5.67841  -2.06528  -0.12943  -0.04
C  -5.47564  0.17865  -1.10451  -0.01
H  -7.62355  -2.43513  -1.86871  0.13
H  -4.71971  -2.41592  -0.51158  0.07
H  -6.37943  -2.88197  0.04293  0.08
H  -5.68736  -1.58354  0.84829  0.08
H  -4.43610  0.05850  -1.40951  0.08
H  -5.91133  0.89747  -1.79846  0.08
H  -5.56963  0.74222  -0.17625  0.07
C  6.61955  -4.45732  1.33655  -0.14
O  6.83621  -3.76465  0.12886  -0.24
P  6.55868  -2.12923  0.15107  0.54
O  7.59458  -1.21118  0.70697  -0.24
O  5.11215  -1.87657  0.95656  -0.26
C  3.95202  -2.71865  0.72706  -0.09
O  6.08060  -1.83856  -1.38342  -0.26
C  6.91845  -1.95417  -2.56564  -0.06
H  7.45574  -5.12537  1.54298  0.08
H  5.80196  -5.15890  1.17095  0.08
H  6.38396  -3.79065  2.16610  0.09
H  3.79837  -3.41620  1.55042  0.08
H  3.94738  -3.24483  -0.22751  0.09
H  3.09418  -2.04622  0.73358  0.06
H  6.68934  -1.01968  -3.07782  0.08
H  6.63854  -2.82363  -3.16045  0.08
H  7.96583  -2.13960  -2.32751  0.08
C  -6.65673  7.38984  1.70430  -0.11
O  -5.36286  6.95290  1.29153  -0.21
P  -5.28036  6.11261  -0.05996  0.42
O  -6.54092  5.69028  -0.69924  -0.23
O  -4.20526  4.98477  0.29687  -0.23
C  -4.48871  3.73087  0.84104  -0.09
O  -4.44385  7.12281  -1.02438  -0.23
C  -3.31445  7.92267  -0.67073  -0.10
H  -7.03334  6.81256  2.54871  0.09
H  -7.38446  7.45397  0.89536  0.08
H  -6.63105  8.43538  2.01136  0.08
H  -4.67929  3.63185  1.90968  0.09
H  -3.76940  3.03014  0.41715  0.09
H  -5.45530  3.45999  0.41628  0.08
H  -2.83112  7.38310  0.14374  0.06
H  -3.68917  8.84515  -0.22720  0.08
H  -2.62518  8.14206  -1.48613  0.09
C  -1.75203  -0.74082  -5.47236  -0.08
O  -3.00168  -0.89627  -6.13334  -0.22
P  -3.79762  -2.23538  -5.87980  0.50
O  -3.13816  -3.48716  -6.39516  -0.25
O  -4.22092  -2.24836  -4.27358  -0.22
C  -3.30204  -2.69068  -3.31966  -0.15
O  -5.21468  -1.89417  -6.65515  -0.23
C  -6.12732  -0.96182  -6.13367  -0.13
H  -0.95338  -0.34981  -6.10272  0.10
H  -1.47777  -1.76150  -5.20572  0.07
H  -1.83132  -0.20220  -4.52806  0.09
H  -3.62835  -3.18857  -2.40658  0.08
H  -2.64996  -1.90993  -2.92809  0.06
H  -2.62266  -3.44301  -3.72034  0.08
H  -6.10917  -0.80958  -5.05451  0.07
H  -7.12956  -1.26554  -6.43595  0.09
H  -5.80939  -0.00547  -6.54889  0.08
C  6.02268  2.18573  -3.29875  -0.14
O  6.66917  1.95337  -2.09728  -0.23
P  5.79873  1.88809  -0.74814  0.48
O  6.69134  1.66543  0.48954  -0.26
O  4.82086  0.66661  -1.02221  -0.20
C  3.42740  0.67119  -0.64511  -0.07
O  4.91828  3.27055  -0.78807  -0.26
C  5.59595  4.52281  -0.49030  -0.09
H  6.50606  3.09990  -3.64333  0.09
H  4.93653  2.26163  -3.24757  0.09
H  6.12376  1.30272  -3.92975  0.08
H  2.86588  0.49985  -1.56349  0.09
H  3.06996  1.54918  -0.10709  0.07
H  3.09545  -0.21950  -0.11166  0.06
H  5.82651  4.76627  0.54684  0.08
H  4.98957  5.33118  -0.89890  0.08
H  6.53674  4.51471  -1.04070  0.08
C  4.52137  -1.64098  5.00171  -0.10
O  4.78481  -0.25447  4.89268  -0.24
P  5.02907  0.57816  3.50740  0.48
O  6.37996  0.34093  2.97775  -0.22
O  3.86363  0.09052  2.48175  -0.24
C  2.46702  0.16594  2.78837  -0.10
O  4.62091  2.11334  3.92315  -0.21
C  4.49059  3.11122  2.87989  -0.10
H  3.81685  -1.87504  5.79982  0.09
H  5.46825  -2.12892  5.23284  0.08
H  4.28272  -1.98760  3.99623  0.08
H  2.19388  0.66835  3.71631  0.08
H  2.05629  -0.84257  2.83651  0.09
H  1.88088  0.74265  2.07286  0.06
H  3.50394  3.57424  2.89519  0.06
H  4.66389  2.79943  1.84991  0.05
H  5.10266  4.01314  2.88400  0.08
C  3.50684  -6.62773  -1.59245  -0.06
O  2.18937  -5.93095  -1.51419  -0.22
P  0.84959  -6.80131  -1.13849  0.46
O  1.07193  -7.74479  0.02165  -0.29
O  -0.32688  -5.74588  -0.94892  -0.19
C  -0.24919  -4.78517  0.09766  -0.10
O  0.42303  -7.51929  -2.51755  -0.20
C  1.13891  -8.68892  -2.87147  -0.14
H  3.63985  -7.37899  -0.81398  0.07
H  4.35824  -5.97794  -1.38997  0.08
H  3.65476  -7.16228  -2.53079  0.08
H  -0.20961  -3.79666  -0.35992  0.05
H  0.61638  -4.84348  0.75757  0.09
H  -1.18691  -4.74941  0.65218  0.09
H  0.46439  -9.35635  -3.40782  0.09
H  1.62374  -9.27462  -2.09045  0.08
H  2.05327  -8.56020  -3.45068  0.08
C  -7.22759  0.10196  5.87606  -0.14
O  -5.86588  -0.01007  5.60010  -0.22
P  -5.18840  1.03381  4.53774  0.47
O  -6.13043  2.06133  3.94155  -0.27
O  -3.84640  1.63970  5.20996  -0.24
C  -3.98847  2.50885  6.33767  -0.11
O  -4.55916  0.04008  3.44705  -0.23
C  -3.55646  -0.97035  3.88340  -0.04
H  -7.60271  1.10086  5.65341  0.08
H  -7.29274  0.01012  6.96023  0.08
H  -7.89671  -0.64412  5.44742  0.09
H  -5.00029  2.55280  6.74063  0.08
H  -3.69711  3.53139  6.09763  0.10
H  -3.42905  2.19681  7.21959  0.09
H  -2.62218  -0.80785  3.34599  0.07
H  -3.98733  -1.88985  3.48718  0.09
H  -3.43257  -1.11010  4.95728  0.08

---

Here is a structure of composition C36H88CrLiN4O12 in a non-equilibrium geometry from the OMol25 dataset. Energies are from ωB97M-V with the def2-TZVPD basis set.

Values from the calculation:
HOMO (alpha / beta) = -5.82 / -7.11 eV
Spin multiplicity = 6
Gap between HOMO and LUMO (alpha / beta) = 6.1 / 5.3 eV
Net charge = 0

Last column: Löwdin charge in e.
Atoms and positions in Å:
Li  1.58170  -0.73600  0.85906  0.62
Cr  -0.25081  -3.17724  0.19342  0.76
C  -1.95159  0.60202  -1.18510  -0.08
C  -0.56409  0.36947  -0.64876  -0.61
C  -0.34788  1.22929  0.56321  -0.07
O  -0.24979  -0.97567  -0.38449  -0.33
H  -2.16781  -0.08494  -2.00328  0.08
H  -2.02937  1.54563  -1.72514  0.08
H  -2.58769  0.47343  -0.30935  0.06
H  -0.03509  0.72706  -1.53217  0.09
H  -0.68547  2.25802  0.43735  0.08
H  0.72640  1.39002  0.65374  0.05
H  -0.77257  0.96865  1.53264  0.07
C  5.38759  0.05364  1.23033  -0.03
C  4.24031  -0.32630  0.27288  -0.55
C  4.58452  -0.30468  -1.17668  -0.02
O  3.47625  -1.37274  0.71099  0.03
H  5.14405  0.08116  2.29242  0.08
H  5.73735  1.07742  1.09741  0.08
H  6.18920  -0.65355  1.01730  0.09
H  3.56186  0.51734  0.39968  0.12
H  5.33261  0.47730  -1.30689  0.08
H  3.69399  -0.25391  -1.80315  0.07
H  5.09034  -1.22175  -1.47872  0.10
C  -0.56691  -1.30739  3.67566  -0.07
C  0.79589  -1.71272  3.30085  -0.60
C  1.61303  -2.43488  4.41337  -0.05
O  0.78952  -2.42042  2.05044  -0.36
H  -0.48292  -0.81996  4.64699  0.08
H  -1.17313  -2.20715  3.78066  0.07
H  -0.97022  -0.69969  2.86565  0.06
H  1.43910  -0.83608  3.22426  0.09
H  1.01921  -3.23224  4.86026  0.06
H  2.13233  -1.83200  5.15833  0.06
H  2.46260  -2.96035  3.97724  0.07
C  1.67158  -5.04973  -2.82104  -0.06
C  2.06378  -3.73943  -2.10384  -0.60
C  1.81509  -2.50158  -2.96528  -0.06
O  1.72550  -3.60158  -0.76224  -0.29
H  2.29315  -5.16538  -3.70894  0.07
H  0.65757  -5.02148  -3.21989  0.06
H  1.87359  -5.80246  -2.05900  0.07
H  3.14547  -3.87326  -2.09242  0.10
H  2.43156  -2.37683  -3.85552  0.07
H  1.85098  -1.54449  -2.44493  0.05
H  0.79934  -2.63876  -3.33610  0.06
C  5.09165  7.16250  3.11835  -0.10
O  4.02217  6.35593  3.66145  -0.19
C  2.94097  6.22859  2.71648  -0.23
C  1.92606  5.15830  3.17216  -0.20
N  2.74928  3.97951  3.13116  -0.07
C  2.01286  2.74435  3.07774  -0.19
C  1.26707  2.32939  4.35667  -0.18
O  2.20260  2.03127  5.43418  -0.19
C  1.61271  1.69590  6.67087  -0.12
H  5.90153  7.31985  3.83070  0.08
H  4.72138  8.12531  2.76622  0.08
H  5.51308  6.73266  2.20966  0.08
H  3.20448  5.94262  1.69821  0.12
H  2.43743  7.19275  2.64622  0.11
H  1.13526  5.13472  2.42239  0.12
H  1.56897  5.35362  4.18331  0.12
H  3.33255  4.13527  3.94087  0.11
H  2.51274  1.82303  2.77874  0.10
H  1.38479  2.88569  2.19816  0.09
H  0.53537  1.55446  4.12826  0.10
H  0.55617  2.99667  4.84398  0.11
H  0.91494  2.44731  7.04046  0.08
H  2.49678  1.52882  7.28618  0.09
H  1.05903  0.75788  6.71173  0.08
C  -7.37508  -1.13392  -4.13540  -0.09
O  -6.60605  -1.22914  -2.94440  -0.18
C  -5.80604  -0.14142  -2.76587  -0.28
C  -5.44069  0.12020  -1.32773  -0.23
N  -6.66587  0.26224  -0.57137  -0.08
C  -6.68715  -0.03110  0.86910  -0.14
C  -5.43947  0.57468  1.70438  -0.16
O  -5.02163  -0.25585  2.81520  -0.22
C  -4.04734  0.37659  3.63882  -0.11
H  -7.73826  -2.15575  -4.24525  0.09
H  -6.72567  -0.83017  -4.95643  0.09
H  -8.23078  -0.45903  -4.11537  0.09
H  -6.23789  0.79000  -3.13204  0.13
H  -4.88090  -0.37606  -3.29233  0.13
H  -4.93433  1.08123  -1.23757  0.12
H  -4.88974  -0.76402  -1.00722  0.11
H  -7.38737  -0.29893  -1.00106  0.10
H  -6.61212  -1.11801  0.90237  0.11
H  -7.61892  0.27522  1.34455  0.11
H  -5.51871  1.61816  2.00928  0.12
H  -4.61613  0.48390  0.99587  0.08
H  -3.57266  -0.39788  4.24130  0.08
H  -4.49856  1.16023  4.24744  0.09
H  -3.25831  0.84025  3.04675  0.08
C  0.36542  4.91440  -6.13041  -0.12
O  0.40971  5.42492  -4.78547  -0.20
C  0.41000  4.54207  -3.59058  -0.16
C  1.44751  3.42509  -3.55925  -0.26
N  0.89683  2.30729  -4.24487  -0.06
C  1.72932  1.06221  -3.96505  -0.15
C  3.20406  1.13630  -4.31836  -0.20
O  4.05358  2.09741  -3.66738  -0.24
C  5.49837  1.96439  -3.77058  -0.07
H  1.29355  4.81377  -6.69304  0.07
H  -0.21358  5.64356  -6.69713  0.07
H  -0.18042  3.97423  -6.20956  0.07
H  -0.57090  4.08157  -3.47275  0.11
H  0.72139  5.22683  -2.80176  0.12
H  1.60762  3.22119  -2.50052  0.12
H  2.32658  3.78239  -4.09559  0.13
H  -0.02738  2.19612  -3.85297  0.08
H  1.28346  0.26177  -4.55548  0.12
H  1.48169  0.90190  -2.91573  0.09
H  3.49396  1.01705  -5.36231  0.12
H  3.65930  0.25087  -3.87466  0.09
H  6.06540  2.85544  -3.50106  0.09
H  5.50850  1.90064  -4.85866  0.08
H  5.97729  1.05052  -3.41901  0.07
C  -2.12864  -4.01434  -2.35505  -0.03
O  -1.19428  -4.43323  -1.28499  -0.29
C  -1.40362  -5.81314  -0.88167  -0.18
C  -0.41950  -6.22920  0.18103  -0.16
N  -0.17218  -5.11771  1.06848  -0.09
C  -1.10527  -5.10476  2.23520  -0.13
C  -2.29433  -4.17724  2.09521  -0.20
O  -2.07577  -3.24256  1.09997  -0.29
C  -3.14876  -2.32359  0.99910  -0.03
H  -3.17471  -3.84411  -2.10035  0.10
H  -2.06261  -4.71935  -3.18373  0.08
H  -1.60577  -3.18109  -2.82452  0.09
H  -1.47290  -6.40667  -1.79328  0.12
H  -2.46216  -5.92831  -0.64858  0.12
H  0.51742  -6.48013  -0.31627  0.12
H  -0.87279  -7.12183  0.61213  0.13
H  0.77791  -5.19757  1.40173  0.13
H  -0.38544  -4.70918  2.95176  0.11
H  -1.43356  -6.06642  2.62958  0.13
H  -2.70552  -3.76838  3.01816  0.14
H  -3.08295  -4.78865  1.65665  0.12
H  -3.29626  -1.76256  1.92193  0.09
H  -4.06181  -2.87956  0.78618  0.11
H  -2.95807  -1.63598  0.17513  0.08

---

spin multiplicity of number 2 (C36H88CrLiN4O12)?
6

---

Which of these has the lowest net charge?
C36H88AsF6N3O35P7

---

Look up the net charge of the first one.
-2

---

What is the spin multiplicity in the second record?
6